Formula: C49H107F9NO12S
Source: OMol25
Level of theory: the ωB97M-V functional and the def2-TZVPD basis

Geometry as ORCA input:
```
! wB97M-V def2-TZVPD RIJCOSX def2/J DEFGRID3
* xyz 0 2
S -0.2261 -3.1611 1.6773
F -2.9459 -5.2140 1.8059
F 0.8085 -1.0039 3.5611
F 2.8052 -2.0216 4.3058
F -2.0275 -1.6964 3.3190
F -0.6977 -2.8700 5.6402
F -2.3276 -4.7575 4.1017
F 1.5519 -3.4058 6.4458
F -2.7198 -2.3227 1.1470
F -4.1769 -3.6427 3.1023
O -0.3697 -4.3130 0.6072
O -1.4824 -9.4287 6.4226
O -7.0298 2.2092 -0.7573
O 0.1688 -1.9057 0.8027
O 0.3176 0.8704 -3.9135
O -3.8830 5.7195 -2.6328
O 3.6478 -4.9208 4.9477
O 1.5813 -5.0711 -1.9520
O 3.3176 3.1954 0.1617
O 5.3943 3.7721 5.0011
O -3.0199 6.1033 -7.5754
O 2.3066 6.8516 -7.9600
N 3.4090 -5.4495 3.7368
C 4.2705 4.6517 5.0547
C -2.7050 5.1777 -6.5382
C 1.9030 -6.7067 5.3302
C 2.6917 7.8324 -6.9960
C 3.2577 5.8260 -8.2347
C 2.2223 5.0201 1.4019
C -2.7813 -4.1579 2.8308
C -2.5777 -7.6040 7.6627
C -7.4913 1.1574 0.0914
C 2.6134 -4.9329 -2.9254
C 3.6266 4.9979 -7.0168
C -0.7777 2.6952 -2.6733
C 3.6892 -4.5366 2.5921
C 2.3162 1.3795 1.4913
C -1.3110 -10.3057 7.5332
C -1.3898 5.4731 -5.8394
C 2.4956 -3.5884 2.0513
C -2.4838 -11.2446 7.7522
C 5.5657 2.8951 6.1117
C -0.6838 -0.9454 -2.5839
C 0.7277 -2.5081 5.5517
C 0.7799 -5.0188 3.6039
C 4.2990 5.5968 6.2413
C 1.1083 -3.5524 2.9901
C -5.0801 6.4971 -2.6752
C -0.8062 1.7500 -3.8599
C -4.1786 4.8745 -0.3379
C 1.8007 -7.3622 2.8015
C -7.5067 1.0764 -2.8922
C 2.5468 -3.6289 -3.7002
C -0.0655 -6.1536 -3.4298
C 0.4890 -0.0066 -2.8029
C 5.0729 -3.6191 2.8225
C 3.9352 8.6087 -7.3874
C 1.3450 -2.3323 4.0505
C 4.3928 1.9562 6.3307
C -1.8971 4.8859 -9.3988
C -6.5058 1.8173 -2.0237
C -1.9293 -2.8381 2.3334
C 2.1938 4.0750 0.2153
C 2.0401 -6.0400 3.7989
C -4.8904 7.9248 -2.1979
C -2.6062 -8.5491 6.4761
C 0.2398 -5.0437 -2.4412
C -2.0852 6.1929 -8.6514
C 4.1528 -5.5018 1.3002
C 3.4890 2.3184 1.2723
C -6.4099 0.1584 0.4582
C -3.2783 5.5570 -1.3522
H 2.8053 7.3678 -6.0112
H 2.6118 -5.7958 -3.6005
H 4.6669 -4.7774 0.5025
H -0.4119 -5.1600 -1.5682
H 3.7091 2.8957 2.1771
H 2.2174 4.6661 -0.7070
H 4.9006 -6.3483 1.6198
H -2.5826 -7.9580 5.5539
H -4.1211 8.4293 -2.7900
H -1.1299 6.5855 -8.2884
H 1.3608 5.6964 1.3714
H -2.7255 4.1541 -6.9283
H 5.7858 3.4724 7.0165
H 0.0134 -4.0597 -2.8642
H 2.5895 -2.7748 -3.0161
H -1.2027 5.0216 -10.2353
H 3.5632 -4.9705 -2.3810
H 0.8901 -8.0210 3.1269
H -1.6056 -0.4020 -2.3605
H 1.3834 -0.6036 -3.0116
H -5.0830 5.4552 -0.1389
H -3.6513 4.7414 0.6119
H 1.0394 -7.5267 5.2441
H -1.1152 -6.1090 -3.7406
H -0.8105 2.1577 -1.7222
H 6.4601 2.2981 5.9030
H 1.3944 1.9230 1.7148
H -3.5156 5.2431 -5.8044
H 3.3824 -3.5597 -4.4036
H -1.3982 6.4846 -5.4199
H -3.4056 -10.7011 7.9756
H 5.9511 -4.4250 2.8708
H -0.4819 -1.6195 -1.7457
H -3.4392 -6.9277 7.6322
H -4.5782 7.9676 -1.1513
H -1.6392 3.3714 -2.7039
H 2.8239 -7.9278 2.7369
H 0.1261 -7.1325 -2.9802
H 3.3400 4.0757 5.0261
H -1.6617 -7.0057 7.6560
H 5.2150 6.1951 6.2346
H -5.5701 0.6624 0.9459
H -0.5405 5.4114 -6.5249
H 2.8006 5.1683 -8.9820
H 1.8520 8.5310 -6.9108
H 0.1714 -5.0377 4.6162
H 2.1326 0.7806 0.5930
H -6.8080 -0.6011 1.1402
H -5.8276 8.4850 -2.2892
H -2.6674 -11.8435 6.8539
H 3.4711 2.4997 6.5542
H 1.2634 3.4990 0.1867
H 3.1383 5.6184 1.3952
H 3.2018 -5.9379 0.7474
H 4.2941 5.2428 4.1324
H 0.5510 -6.0804 -4.3293
H -5.8763 5.9930 -2.1181
H 4.5948 1.2822 7.1690
H -0.7826 2.3411 -4.7822
H 3.4375 6.2731 6.2108
H -7.8559 1.6348 1.0078
H 2.5181 0.7055 2.3296
H -2.2819 -11.9186 8.5904
H -2.8530 4.5262 -9.7911
H 2.7322 4.5424 -6.5786
H -6.2082 2.7380 -2.5371
H -1.4920 4.1015 -8.7544
H 4.0984 5.6037 -6.2389
H -5.4021 6.5152 -3.7223
H 1.6201 -3.5415 -4.2734
H -1.2183 4.7568 -5.0299
H 0.7091 0.5707 -1.8981
H -2.4812 6.9423 -9.3457
H 2.1895 4.4827 2.3531
H 4.3834 1.7214 1.0637
H 2.8681 -7.3115 5.6415
H 3.7927 9.1012 -8.3539
H 4.8104 7.9602 -7.4765
H -0.8674 -1.5444 -3.4822
H -6.0157 -0.3579 -0.4208
H 1.5329 -5.9398 6.1302
H -7.0642 0.8350 -3.8636
H -2.9218 6.5234 -0.9791
H 1.5323 -6.9553 1.7116
H 5.3167 -2.9460 1.8874
H -8.3560 0.6610 -0.3607
H -1.7366 1.1740 -3.8885
H 4.1483 6.2553 -8.7068
H 5.0913 -3.0601 3.8460
H 4.3275 4.2040 -7.2930
H 0.1383 3.2934 -2.6800
H -0.4166 -10.9028 7.3245
H -3.5366 -9.1252 6.4476
H 4.2093 1.3573 5.4324
H -2.6105 -8.1414 8.6139
H 0.8229 -1.4348 6.0688
H 4.2662 5.0594 7.1924
H -8.4002 1.6887 -3.0536
H 2.1733 -4.0091 0.9807
H 0.0497 -5.5643 2.8301
H -5.5897 1.2319 -1.8870
H 4.1610 9.3717 -6.6342
H -1.0909 -9.7284 8.4380
H -7.8322 0.1399 -2.4318
H 2.8875 -2.4869 1.8056
H -2.3871 4.9385 -1.5040
H -4.4951 3.8930 -0.7065
*
```

Calculated values
* HOMO (alpha / beta): -9.305 / -9.305 eV
* LUMO (alpha / beta): -0.89 / -0.99 eV
* energy above the lowest of the compared OMol25 structures with the same formula, charge and spin: 251.3 kcal/mol
* max |F|: 0.187 hartree/bohr


Formula: C3H4FN
Source: OMol25
Level of theory: the ωB97M-V functional and the def2-TZVPD basis

Geometry as ORCA input:
```
! wB97M-V def2-TZVPD RIJCOSX def2/J DEFGRID3
* xyz 0 1
F 1.5184 -2.0774 -0.5036
N -1.0512 0.2434 -0.4794
C -0.3184 -0.6229 -1.1976
C -0.2542 0.7807 0.3452
C 0.5026 -1.2185 -0.2753
H -0.7596 1.1841 1.2723
H 0.7835 0.9813 0.2452
H -0.5513 -0.7374 -2.2928
H 0.4734 -1.2521 0.8372
*
```

Calculated values
* HOMO: -9.121 eV
* LUMO: 1.06 eV
* energy above the lowest of the compared OMol25 structures with the same formula, charge and spin: 54.7 kcal/mol
* max |F|: 0.098 hartree/bohr
* structure (SMILES): C=N/C=C/F


Formula: C3H5N3O3
Source: OMol25
Level of theory: the ωB97M-V functional and the def2-TZVPD basis

Geometry as ORCA input:
```
! wB97M-V def2-TZVPD RIJCOSX def2/J DEFGRID3
* xyz 0 1
O -1.1327 -2.4031 -1.3804
O -0.1948 0.9261 1.0065
O -3.2115 -1.8429 -1.0571
N -1.7161 -0.7426 -0.0343
N 0.5479 -0.0226 -0.8570
N -2.0020 -1.7544 -0.8770
C -0.3654 0.1169 -0.0311
C 1.7026 0.7295 -0.2910
C 1.2427 1.0415 1.1139
H 1.9150 1.6589 -0.9223
H -2.5971 -0.1597 0.1387
H 1.5327 2.0730 1.3735
H 2.6427 0.0726 -0.1097
H 1.6362 0.3067 1.9274
*
```

Calculated values
* HOMO: -10.339 eV
* LUMO: 0.39 eV
* energy above the lowest of the compared OMol25 structures with the same formula, charge and spin: 135.9 kcal/mol
* max |F|: 0.112 hartree/bohr
* structure (SMILES): O=[N+]([O-])NC1=NCCO1


Formula: H3NO2
Source: OMol25
Level of theory: the ωB97M-V functional and the def2-TZVPD basis

Geometry as ORCA input:
```
! wB97M-V def2-TZVPD RIJCOSX def2/J DEFGRID3
* xyz 0 1
O -0.3305 -0.1587 -1.2317
O 0.4944 -0.9869 -0.3231
N 0.1981 0.3452 0.4565
H -0.3216 0.7107 1.2492
H 1.1194 0.7807 0.4881
H -1.1598 -0.6910 -0.6390
*
```

Calculated values
* HOMO: -8.062 eV
* LUMO: 0.73 eV
* energy above the lowest of the compared OMol25 structures with the same formula, charge and spin: 141.0 kcal/mol
* max |F|: 0.190 hartree/bohr


Formula: C4H9NO3
Source: OMol25
Level of theory: the ωB97M-V functional and the def2-TZVPD basis

Geometry as ORCA input:
```
! wB97M-V def2-TZVPD RIJCOSX def2/J DEFGRID3
* xyz -1 2
O -1.2007 3.0348 -0.0218
O -1.4884 0.8319 2.4717
O 1.7980 -1.5622 -2.5310
N -1.0315 0.0543 0.3769
C 1.2423 -0.8680 -0.2800
C 1.9159 -1.7678 -1.2639
C -0.2821 -0.9134 -0.4548
C -1.0310 -0.0143 1.7092
H -1.2467 0.9526 -0.0344
H 1.4580 -1.2157 0.7334
H 2.8018 -2.3131 -0.9013
H 1.5691 0.1900 -0.3810
H -1.6229 3.3077 0.8078
H -0.5837 -0.9484 2.0828
H -0.6323 -1.9196 -0.2489
H -0.5085 -0.6656 -1.4838
H -1.1572 3.8167 -0.5808
*
```

Calculated values
* HOMO (alpha / beta): -0.025 / -3.294 eV
* LUMO (alpha / beta): 2.95 / 2.92 eV
* energy above the lowest of the compared OMol25 structures with the same formula, charge and spin: 21.0 kcal/mol
* max |F|: 0.013 hartree/bohr


Formula: C48H126N6O15
Source: OMol25
Level of theory: the ωB97M-V functional and the def2-TZVPD basis

Geometry as ORCA input:
```
! wB97M-V def2-TZVPD RIJCOSX def2/J DEFGRID3
* xyz 0 1
O 1.6068 0.2012 0.4650
O 9.2110 1.4869 4.6960
O -2.7373 1.2201 -1.7847
O -3.5425 -7.4777 -2.2438
O -4.9306 2.0576 -7.7981
O -5.4037 6.4760 -2.9010
O -1.1455 2.3531 3.2221
O 2.6506 -3.8873 -1.1962
O 5.5035 1.8748 2.0876
O -3.0354 -5.1996 3.6201
O -3.1720 2.8815 5.2341
O 2.7837 2.6546 7.8058
O 0.5615 -2.6226 -5.2709
O 2.1084 3.2842 -3.3456
O -4.4130 -2.2012 -2.4282
N 0.1268 -3.6539 2.3448
N -2.6908 -4.5364 -2.2232
N 7.8448 0.2408 2.7232
N -1.2212 0.7723 0.8731
N 2.0746 0.6834 -4.6477
N 6.3169 -4.4159 -0.7464
C -4.9782 4.4511 -7.4185
C 7.1265 0.2385 1.4619
C 1.8039 1.5155 5.8855
C 0.7976 3.6615 6.8381
C 0.9087 -0.1750 1.6357
C -1.9246 -4.0968 1.1483
C 1.7847 -0.8165 -0.5001
C 9.2919 0.1915 2.6157
C -3.3813 1.9907 -2.7702
C 2.6321 3.4397 -0.9915
C 0.2186 3.3886 -1.8120
C -5.1973 -1.5564 -1.4558
C -2.6196 0.5523 0.5119
C 1.6552 3.8215 -2.0982
C -1.2914 -3.9105 2.5374
C -3.6858 1.6318 5.6864
C -2.2651 -6.9572 -1.8947
C 2.0622 2.8538 6.5977
C -5.5838 3.1049 -7.0554
C 4.9783 -2.4754 -0.0447
C -0.5189 3.6082 3.0418
C -4.2791 0.9232 4.4675
C -1.3850 4.4580 2.0910
C 4.9446 -3.9772 -0.3818
C 1.1947 -0.4874 -4.4138
C 5.6609 0.5541 1.6082
C -2.5546 0.8051 6.3138
C -3.5713 -7.9932 -3.5514
C -3.3493 -6.1338 4.6217
C -1.6340 -5.0427 3.5009
C -5.3418 2.6546 -5.6198
C 10.1539 2.3491 5.2955
C 0.6434 -3.6241 -6.2526
C 9.8453 0.4101 4.0337
C 0.9014 3.4323 2.5285
C -2.3511 -3.2947 -2.9097
C 1.3112 -1.4663 -5.5713
C -0.2168 0.0148 -4.1447
C -3.0304 -2.1261 -2.2074
C -1.8849 -5.6840 -2.6010
C -5.3725 5.3405 -2.0702
C -0.5738 -0.3991 1.4394
C 3.9662 -4.2462 -1.5151
C 1.7862 -3.8561 -2.3033
C -6.7659 4.7194 -1.8971
C -3.1323 1.5887 -0.4611
C -4.7084 5.6145 -0.7335
C 4.1728 2.3110 2.0588
H 0.5259 -4.3129 1.6825
H 6.8641 -4.3125 0.1007
H -5.9042 6.2792 -3.6970
H -2.1053 1.2878 7.1839
H -4.5153 1.8455 6.3618
H -4.7847 4.5422 -2.5460
H -0.4180 4.1619 3.9791
H -4.5606 -0.0948 4.7649
H 0.6149 -3.7903 3.2279
H 7.2471 -0.7639 1.0408
H -0.9671 -0.5934 2.4431
H 10.6803 2.9085 4.5150
H -0.8399 -5.4398 -2.3848
H 3.8139 2.3934 1.0274
H 1.2481 4.4265 2.2342
H 1.5724 -0.9471 -3.4989
H 1.0691 4.4813 7.5079
H 1.8982 1.4299 -3.9699
H -4.6818 4.7725 -0.0475
H 0.4686 4.1816 5.9392
H -3.1486 3.0489 -2.5954
H -0.3706 3.5719 -2.7108
H 6.6582 -3.7009 -1.3841
H 1.7630 1.0854 -5.5300
H -1.7828 -3.0308 2.9749
H -1.1925 -4.8109 4.4766
H 10.9325 0.5455 3.9664
H 1.7027 -3.8749 -6.4128
H 9.6230 3.1133 5.8651
H 1.3953 -1.0496 2.0720
H 0.1488 -3.3871 -7.1940
H 5.2615 0.5246 0.5845
H -0.7501 -1.3077 0.8473
H 2.3775 3.9505 -0.0613
H -4.2275 1.6398 -0.4423
H -0.7322 1.0570 0.0285
H 1.4793 3.0520 3.3692
H -0.2967 0.3204 -3.1011
H 2.7171 1.0616 5.4872
H -0.5598 0.8386 -4.7741
H 5.2359 -1.8282 -0.8840
H 5.1017 -0.1568 2.2229
H 4.0505 -5.2781 -1.8821
H -1.4844 -7.6865 -2.1454
H 9.6809 -0.7985 2.3716
H -2.8994 1.7670 -3.7225
H 0.8746 -1.0102 -6.4700
H 4.1217 3.3191 2.4664
H -2.6026 -1.2697 -2.7426
H -1.3982 3.9307 1.1332
H 0.2834 -4.5481 -5.8018
H 1.3318 0.7892 6.5488
H 2.1988 -3.2879 -3.1433
H -2.6640 -2.0755 -1.1813
H -5.2619 6.4387 -0.2705
H 0.9209 -0.7939 -1.1774
H -0.9507 -0.7799 -4.3300
H -0.9709 5.4502 1.9076
H 3.9796 -2.1799 0.2946
H -3.5395 0.7732 3.6787
H -2.7232 -3.3156 -3.9451
H 7.5717 0.9341 0.7359
H 0.2327 2.3382 -1.5212
H -6.6386 3.1133 -7.3472
H -2.6187 2.5545 -0.3319
H -2.3976 4.5146 2.4879
H 1.7133 4.9166 -2.1907
H 1.5940 -4.8832 -2.6380
H -3.0396 -5.7824 5.6130
H 1.8990 -1.7892 -0.0166
H -4.4248 -6.2894 4.6481
H -0.0190 3.0672 7.2431
H -5.9876 3.2518 -4.9670
H 2.3575 -1.7422 -5.7359
H -5.1617 -0.4655 -1.5363
H -0.2121 3.9881 -1.0120
H -4.4306 -8.6568 -3.6600
H 0.9922 0.6430 2.3546
H -3.2667 0.5608 1.3892
H -1.0626 1.8150 2.4027
H -1.8721 -5.8141 -3.6950
H -4.9297 -1.9104 -0.4561
H -6.7746 3.9311 -1.1410
H -7.4128 5.5172 -1.5247
H -1.4593 -3.4371 0.4171
H 9.8120 -0.5230 4.6061
H 2.6727 -0.5769 -1.0867
H 3.6315 3.7939 -1.2614
H -4.3076 2.8538 -5.3435
H -5.1256 4.6302 -8.4867
H -4.4487 1.7646 -2.8333
H -5.2817 5.2868 -6.7893
H -1.7704 0.7575 5.5549
H 1.1972 1.6353 4.9837
H 4.6899 -4.4802 0.5528
H -1.2729 -3.1465 -2.9681
H -2.3035 -6.8152 -0.8160
H 9.6462 1.0019 1.9683
H 2.6698 3.3914 5.8572
H -5.1485 1.4502 4.0813
H 7.5540 0.9351 3.3934
H -2.6022 2.7052 4.4674
H -3.6925 5.9862 -0.8798
H -2.6884 -8.5985 -3.7919
H -6.2442 -1.8280 -1.5984
H 3.4675 1.6371 2.5574
H -4.8163 2.2942 -8.7254
H -3.8844 4.4419 -7.3414
H 2.6609 2.3568 -0.8612
H -7.1183 4.2336 -2.8075
H -3.6721 -7.1950 -4.2955
H 0.8130 -3.4201 -2.0858
H -1.7777 -5.1393 0.8549
H 10.8640 1.8759 5.9757
H 3.6675 2.3844 7.5351
H 5.6381 -2.3233 0.8105
H -1.2532 -5.9853 3.0833
H -2.9876 -3.8653 1.1035
H -3.6925 -4.6648 -2.2585
H 2.9800 3.6639 -3.4963
H -5.5750 1.6004 -5.5015
H -2.8480 -7.0936 4.4562
H -2.8776 -0.1770 6.6612
H 4.2909 -3.6750 -2.4007
H -2.6816 -0.4000 -0.0253
H 0.9142 2.7909 1.6446
*
```

Calculated values
* HOMO: -8.413 eV
* LUMO: 0.46 eV
* energy above the lowest of the compared OMol25 structures with the same formula, charge and spin: 0.0 kcal/mol
* max |F|: 0.046 hartree/bohr
* structure (SMILES): COC[C@H](C)N.COC[C@H](C)N.COC[C@H](C)N.COCCNCCOC.COCCNCCOC.COCCNCCOC.CC(C)O.CC(C)O.CC(C)O.CC(C)O.CC(C)O.CC(C)O


Formula: C7H8Cl2NOP
Source: OMol25
Level of theory: the ωB97M-V functional and the def2-TZVPD basis

Geometry as ORCA input:
```
! wB97M-V def2-TZVPD RIJCOSX def2/J DEFGRID3
* xyz 0 1
Cl -3.5659 -0.0226 1.8300
Cl -3.2369 -1.8350 -0.7588
P -3.1744 0.0398 -0.1656
O -4.2414 0.8124 -0.7605
N -1.6309 0.6394 -0.4248
C 1.0273 -2.0617 -0.4303
C -0.0269 -1.2776 -0.8465
C 1.6766 -1.7838 0.7674
C 0.1748 0.0121 1.2006
C -0.4975 -0.2588 0.0037
C 1.2756 -0.7379 1.5974
C -1.2528 1.9028 -1.1139
H 1.4514 -2.8906 -0.9763
H -0.2502 0.9807 1.6898
H -0.3560 2.1257 -0.5482
H -1.9305 2.6168 -0.8072
H 2.4739 -2.5322 0.9472
H -0.7091 -1.5991 -1.6639
H -1.0820 1.7410 -2.2630
H 1.9369 -0.4645 2.4609
*
```

Calculated values
* HOMO: -9.779 eV
* LUMO: 0.60 eV
* energy above the lowest of the compared OMol25 structures with the same formula, charge and spin: 0.0 kcal/mol
* max |F|: 0.062 hartree/bohr
* structure (SMILES): CN(c1ccccc1)P(=O)(Cl)Cl